{
  "formula": "C16H37ClFNO10P2",
  "method": "ωB97M-V/def2-TZVPD",
  "species": ["N", "C", "C", "C", "F", "O", "C", "O", "Cl", "H", "H", "H", "H", "H", "H", "H", "C", "C", "O", "P", "O", "O", "C", "C", "O", "C", "C", "H", "H", "H", "H", "H", "H", "H", "H", "H", "H", "H", "H", "H", "H", "H", "C", "C", "O", "P", "O", "O", "C", "C", "O", "C", "C", "H", "H", "H", "H", "H", "H", "H", "H", "H", "H", "H", "H", "H", "H", "H"],
  "xyz": [[1.08975, -5.91955, -4.83614], [0.61934, -6.56998, -3.58617], [0.96062, -5.77402, -2.33528], [0.61039, -4.30642, -2.42853], [-0.74487, -4.19781, -2.35113], [1.08346, -3.66132, -1.23359], [2.31097, -3.15801, -1.37959], [2.68333, -2.42308, -2.23955], [3.42165, -3.64862, -0.09161], [1.66980, -6.59345, -5.31762], [0.28028, -5.85550, -5.44168], [1.14755, -7.52214, -3.49493], [-0.43197, -6.84599, -3.63258], [2.00239, -5.86645, -2.02699], [0.36570, -6.17518, -1.51263], [0.96324, -3.80764, -3.32536], [-0.04475, -0.19970, -2.18566], [-0.83800, -0.03242, -0.90369], [-2.12664, 0.53861, -1.14171], [-3.26291, -0.37387, -1.88920], [-3.61075, -1.42527, -0.89513], [-4.57314, 0.60086, -1.72897], [-5.76696, 0.18063, -1.07367], [-5.78787, 0.68171, 0.35535], [-2.94279, 0.19529, -3.38392], [-3.78748, 1.05984, -4.15682], [-3.55040, 2.50888, -3.79893], [-0.51003, -0.94317, -2.83983], [0.97170, -0.52768, -1.96948], [-0.00405, 0.73726, -2.74066], [-0.94581, -0.99031, -0.38452], [-0.31230, 0.64878, -0.23483], [-5.89099, -0.89952, -1.12178], [-6.60189, 0.62231, -1.62458], [-4.90890, 0.34418, 0.90447], [-6.68228, 0.33441, 0.87475], [-5.77518, 1.77269, 0.37198], [-4.83385, 0.77659, -4.07595], [-3.50953, 0.90185, -5.20136], [-3.72650, 2.70089, -2.74273], [-4.20775, 3.15283, -4.38482], [-2.51508, 2.78521, -4.00395], [-0.42846, 1.56859, 2.63072], [0.86365, 0.77270, 2.58698], [2.00581, 1.58254, 2.87484], [2.22450, 2.11887, 4.40644], [2.55268, 0.89548, 5.18818], [3.72233, 2.77436, 4.27688], [4.81822, 2.35246, 5.08505], [5.68195, 1.36544, 4.32794], [1.50202, 3.55983, 4.15772], [2.15747, 4.83533, 4.10652], [2.68762, 5.11526, 2.71925], [-0.64001, 1.91311, 3.64688], [-1.26968, 0.95913, 2.29698], [-0.36058, 2.45335, 1.99766], [0.82343, -0.07100, 3.28202], [1.01503, 0.36831, 1.58642], [4.48049, 1.94349, 6.03537], [5.40481, 3.24657, 5.31324], [5.09935, 0.50754, 3.99258], [6.50331, 1.01084, 4.95244], [6.09863, 1.83639, 3.43624], [2.92465, 4.92380, 4.87149], [1.39568, 5.57854, 4.35248], [3.38613, 4.34960, 2.38867], [3.19371, 6.08141, 2.69859], [1.86971, 5.13235, 1.99743]],
  "forces_ev_per_a": [[-0.614, -0.490, 0.132], [0.943, -0.439, -0.227], [-0.396, 0.152, 0.160], [-0.531, -0.666, 0.340], [-0.244, 0.307, -0.245], [0.629, -0.221, 0.025], [0.557, 0.885, -0.137], [-0.181, -0.517, 0.223], [-0.522, 0.021, -0.119], [0.306, 0.153, -0.059], [0.018, 0.396, -0.130], [-0.101, -0.078, 0.126], [-0.164, 0.362, 0.069], [0.146, -0.046, -0.334], [0.066, 0.060, 0.158], [0.101, 0.156, 0.029], [-0.114, -0.078, -0.073], [0.311, -0.116, 0.018], [-0.061, -0.736, -0.621], [-1.993, 5.485, 3.029], [1.245, -1.901, -2.462], [0.275, -0.283, -0.566], [-0.212, 0.146, 0.320], [0.107, 0.090, 0.084], [0.461, -2.476, 0.507], [-0.342, 0.114, -0.656], [0.228, 0.077, 0.267], [0.062, -0.024, 0.028], [-0.005, -0.010, 0.002], [0.021, 0.039, 0.049], [-0.053, 0.022, -0.005], [-0.174, 0.108, 0.008], [0.191, -0.036, 0.051], [0.110, 0.059, -0.099], [-0.023, -0.157, -0.050], [-0.006, 0.005, -0.013], [-0.064, -0.001, -0.021], [0.014, -0.013, 0.258], [0.162, -0.172, 0.103], [-0.140, -0.089, 0.001], [0.005, -0.052, -0.057], [-0.022, -0.009, -0.105], [0.030, 0.065, 0.124], [-0.263, -0.172, -0.067], [-0.563, 0.243, 0.792], [5.124, 0.449, -4.151], [-2.881, 0.911, 1.499], [-0.595, 0.272, 0.232], [0.379, -0.152, -0.085], [-0.015, -0.061, -0.151], [-1.094, -1.673, 1.624], [0.019, 0.710, 0.257], [-0.032, -0.258, -0.251], [-0.040, -0.035, -0.027], [0.030, -0.031, 0.000], [0.009, -0.029, -0.056], [0.054, 0.019, 0.000], [0.173, 0.040, 0.022], [-0.144, -0.110, -0.086], [-0.114, 0.082, -0.081], [-0.064, -0.022, 0.149], [0.001, 0.016, 0.003], [0.041, 0.034, 0.040], [0.101, -0.231, -0.063], [-0.150, -0.211, 0.027], [0.079, -0.002, 0.145], [-0.050, 0.024, 0.054], [-0.034, 0.092, 0.045]],
  "nbo_charge": [-0.841, -0.228, -0.464, 0.469, -0.341, -0.515, 0.755, -0.531, -0.045, 0.360, 0.358, 0.191, 0.194, 0.217, 0.231, 0.192, -0.640, -0.071, -0.797, 2.479, -1.004, -0.848, -0.055, -0.630, -0.804, -0.041, -0.637, 0.203, 0.225, 0.216, 0.187, 0.182, 0.194, 0.170, 0.221, 0.209, 0.205, 0.191, 0.183, 0.233, 0.215, 0.210, -0.642, -0.068, -0.796, 2.478, -1.005, -0.848, -0.055, -0.630, -0.804, -0.041, -0.637, 0.205, 0.223, 0.217, 0.187, 0.183, 0.194, 0.171, 0.222, 0.209, 0.206, 0.191, 0.184, 0.234, 0.215, 0.210],
  "lumo_energy_ev": 0.4,
  "smiles": "NCC[C@@H](F)OC(=O)Cl.CCOP(=O)(OCC)OCC.CCOP(=O)(OCC)OCC",
  "orbital_gap_ha": 0.38773,
  "fmax_ev_per_a": 6.61
}